Computed, not measured: a molecular structure, C29H17BrN2O2S6Ti, with the ωB97M-V functional and the def2-TZVPD basis.

```
! RIJCOSX wB97M-V def2-TZVPD def2/J DEFGRID3
* xyz -1 2
Ti 0.739 -0.145 0.156
Br 6.190 4.754 -0.668
C 4.838 3.419 -0.801
C 5.079 2.302 -1.593
C 4.091 1.328 -1.684
C 2.900 1.471 -0.992
O 1.956 0.524 -1.078
C 2.639 2.618 -0.191
C 1.394 2.838 0.440
N 0.378 1.947 0.414
C -0.905 2.315 0.670
C -1.374 3.492 1.239
C -2.754 3.709 1.394
C -3.691 2.801 0.980
C -3.256 1.593 0.378
C -4.128 0.596 -0.102
C -3.625 -0.540 -0.676
C -2.236 -0.706 -0.755
N -1.389 0.211 -0.319
C -1.878 1.354 0.241
C 3.661 3.592 -0.115
H 6.016 2.193 -2.120
H 4.239 0.440 -2.283
H 1.231 3.808 0.901
H -0.683 4.248 1.583
H -3.078 4.632 1.860
H -4.751 2.983 1.105
H -5.198 0.740 -0.008
H -4.272 -1.320 -1.052
H -1.793 -1.604 -1.163
H 3.505 4.477 0.488
S 2.527 -2.064 7.133
C 2.114 -1.582 5.603
S 0.489 -1.515 5.036
C 0.830 -1.034 3.395
C 2.135 -0.896 3.085
S 2.684 -0.428 1.509
S 3.265 -1.219 4.375
S -0.435 -0.772 2.245
C -0.566 -10.577 -4.373
C -0.471 -9.148 -3.893
O -1.429 -8.457 -3.685
S 1.217 -8.618 -3.674
C 1.006 -7.007 -2.977
C 1.283 -6.799 -1.633
C 1.160 -5.535 -1.083
C 0.749 -4.456 -1.869
C 0.467 -4.679 -3.223
C 0.601 -5.939 -3.772
C 0.620 -3.148 -1.305
C 0.502 -2.049 -0.797
H -1.430 -10.670 -5.028
H -0.716 -11.214 -3.500
H 0.337 -10.903 -4.886
H 1.596 -7.630 -1.014
H 1.378 -5.367 -0.037
H 0.151 -3.845 -3.835
H 0.387 -6.104 -4.820
*
```

Summary:
orbital gap (spin up / spin down): 5.0 / 6.2 eV
energy relative to the best compared isomer or geometry (same formula, charge and spin): 0.000 eV

=====

Computed, not measured: a molecular structure, C29H19BCrF9N3O4P, with the ωB97M-V functional and the def2-TZVPD basis.

```
! RIJCOSX wB97M-V def2-TZVPD def2/J DEFGRID3
* xyz 0 4
Cr -0.198 -0.085 0.184
O 4.459 0.295 3.631
C 3.370 0.311 4.380
O 3.403 0.436 5.577
C 2.058 0.211 3.676
C 0.843 0.235 4.334
N -0.120 0.165 3.406
N 0.391 0.075 2.176
C 1.713 0.091 2.322
C 2.512 -0.048 1.064
O 3.735 -0.069 1.103
O 1.785 -0.118 0.008
H 4.253 0.208 2.661
H 0.627 0.299 5.387
H -1.111 0.030 3.530
N -0.145 -0.087 -1.893
C 0.061 1.145 -2.635
C 0.152 1.101 -4.019
C 0.400 2.266 -4.726
C 0.571 3.472 -4.058
C 0.471 3.514 -2.679
C 0.194 2.354 -1.959
P -0.022 2.318 -0.169
C -1.520 3.238 0.263
C -2.284 3.921 -0.676
C -3.491 4.499 -0.303
C -3.937 4.401 1.005
C -3.175 3.722 1.949
C -1.977 3.137 1.577
C 1.377 3.250 0.511
C 1.197 4.306 1.402
C 2.299 4.959 1.938
C 3.582 4.565 1.588
C 3.765 3.522 0.690
C 2.670 2.868 0.149
H -0.949 -0.609 -2.243
H 0.659 -0.708 -2.033
H 0.040 0.154 -4.533
H 0.472 2.230 -5.806
H 0.782 4.376 -4.614
H 0.606 4.452 -2.152
H -1.964 3.977 -1.708
H -4.086 5.016 -1.045
H -4.881 4.845 1.292
H -3.523 3.636 2.970
H -1.399 2.588 2.313
H 0.204 4.630 1.682
H 2.150 5.777 2.631
H 4.439 5.069 2.016
H 4.761 3.204 0.413
H 2.828 2.052 -0.545
F -2.568 1.122 -1.738
C -3.121 0.591 -0.619
C -2.307 0.038 0.353
C -3.010 -0.518 1.402
F -2.345 -1.139 2.415
C -4.388 -0.504 1.526
F -4.992 -1.054 2.580
C -5.143 0.096 0.536
F -6.468 0.136 0.629
C -4.499 0.648 -0.556
F -5.210 1.219 -1.529
F -1.628 -2.443 -1.523
B -0.504 -2.970 -0.888
F -0.271 -2.036 0.315
F -0.673 -4.214 -0.377
F 0.631 -2.804 -1.672
*
```

Summary:
orbital gap (spin up / spin down): 9.0 / 8.9 eV
energy relative to the best compared isomer or geometry (same formula, charge and spin): 0.000 eV

=====

Computed, not measured: a molecular structure, C29H19BiBr2N10OP, with the ωB97M-V functional and the def2-TZVPD basis.

```
! RIJCOSX wB97M-V def2-TZVPD def2/J DEFGRID3
* xyz -1 1
Bi 1.493 -0.693 -0.665
C -0.504 -0.151 6.275
C 0.192 -1.029 5.458
C 0.173 -0.874 4.082
C -0.557 0.120 3.456
C -1.281 1.051 4.290
C -1.213 0.935 5.678
P -0.487 0.288 1.730
C -1.922 1.149 1.159
C -2.913 0.592 0.295
C -3.986 1.440 -0.057
C -4.182 2.672 0.521
C -3.139 3.242 1.244
C -2.052 2.492 1.490
C -0.883 -1.429 1.132
C -1.918 -2.184 1.804
C -2.393 -3.334 1.169
C -1.740 -3.827 0.007
C -0.710 -3.068 -0.545
C -0.206 -1.995 0.106
H -0.477 -0.149 7.363
H 0.785 -1.889 5.884
H 0.639 -1.633 3.442
H -1.844 1.799 3.849
H -1.963 1.422 6.314
H -2.771 -0.442 -0.145
H -4.692 0.977 -0.824
H -5.058 3.220 0.170
H -3.029 4.283 1.667
H -1.292 2.978 2.118
H -2.513 -1.711 2.639
H -3.194 -3.868 1.637
H -2.058 -4.712 -0.468
H -0.328 -3.299 -1.514
N 5.607 -1.136 -0.635
C 5.124 0.179 -1.008
N 5.961 1.008 -1.695
N 5.261 2.115 -1.697
N 4.094 2.001 -1.084
N 3.928 0.660 -0.672
C 4.825 -2.149 -0.035
N 5.362 -3.178 0.557
N 4.382 -4.072 0.818
N 3.188 -3.481 0.452
N 3.498 -2.311 -0.117
H 6.576 -1.355 -0.851
Br 0.284 -2.829 -5.495
C 0.274 -1.031 -5.042
C -0.247 -0.014 -5.875
C -0.697 1.205 -5.391
Br -1.826 2.212 -6.550
C -0.520 1.617 -4.006
C -0.799 2.905 -3.479
C -0.245 3.257 -2.257
C 0.430 2.288 -1.504
N 0.483 0.951 -1.834
C 0.148 0.627 -3.222
C 0.614 -0.655 -3.724
O 1.190 -1.433 -2.863
H -0.366 -0.231 -6.895
H -1.377 3.625 -4.086
H -0.119 4.320 -1.956
H 0.989 2.531 -0.615
*
```

Summary:
orbital gap: 5.2 eV
energy relative to the best compared isomer or geometry (same formula, charge and spin): 1.091 eV

=====

Computed, not measured: a molecular structure, C29H19BiBr3N4O11S2, with the ωB97M-V functional and the def2-TZVPD basis.

```
! RIJCOSX wB97M-V def2-TZVPD def2/J DEFGRID3
* xyz -1 1
Bi -0.088 -0.119 -0.221
O -0.817 3.505 3.279
C -0.468 2.563 2.359
O -0.848 2.651 1.198
C -0.351 1.212 3.022
C -0.048 1.012 4.361
C -0.218 -0.261 4.886
C -0.790 -1.253 4.100
C -1.020 -0.973 2.763
N -0.719 0.210 2.244
C -1.800 -1.889 1.811
O -2.259 -2.924 2.270
O -1.930 -1.422 0.630
H -0.937 4.333 2.799
H 0.297 1.845 4.955
H 0.040 -0.466 5.918
H -1.057 -2.228 4.482
O 3.441 3.432 0.539
S 2.567 2.431 1.069
O 1.842 2.949 2.265
O 1.643 1.800 0.124
C 3.560 1.147 1.831
C 3.901 1.326 3.166
C 4.662 0.369 3.817
C 5.091 -0.763 3.138
C 4.758 -0.940 1.805
C 3.997 0.017 1.149
S 3.555 -0.264 -0.564
O 3.755 0.958 -1.281
O 4.364 -1.378 -0.997
O 2.126 -0.726 -0.430
H 3.551 2.215 3.670
H 4.926 0.508 4.857
H 5.695 -1.504 3.646
H 5.085 -1.796 1.231
Br -1.384 -13.510 -0.543
C -1.023 -11.637 -0.519
C -1.100 -10.918 -1.701
C -0.872 -9.556 -1.677
C -0.578 -8.907 -0.472
C -0.473 -9.661 0.698
C -0.701 -11.025 0.680
N -0.360 -7.531 -0.351
N -0.727 -6.863 -1.357
C -0.588 -5.505 -1.389
C -1.107 -4.923 -2.552
C -1.115 -3.567 -2.781
C -0.623 -2.669 -1.826
O -0.656 -1.399 -2.019
C -0.054 -3.236 -0.621
N 0.426 -2.366 0.288
C 1.015 -2.789 1.382
C 1.117 -4.146 1.678
C 0.585 -5.063 0.807
C -0.012 -4.631 -0.397
H -1.349 -11.418 -2.627
H -0.930 -8.966 -2.580
H -0.239 -9.152 1.623
H -0.641 -11.609 1.588
H -1.524 -5.599 -3.287
H -1.520 -3.152 -3.692
H 1.422 -2.028 2.037
H 1.587 -4.460 2.600
H 0.614 -6.117 1.020
Br -2.018 1.714 -1.815
C -0.278 2.516 -2.035
Br 0.918 1.258 -2.873
H 0.096 2.750 -1.045
H -0.394 3.385 -2.669
*
```

Summary:
orbital gap: 6.7 eV
energy relative to the best compared isomer or geometry (same formula, charge and spin): 1.350 eV

=====

Computed, not measured: a molecular structure, C29H19BrF5N4O4S4Tb, with the ωB97M-V functional and the def2-TZVPD basis.

```
! RIJCOSX wB97M-V def2-TZVPD def2/J DEFGRID3
* xyz -2 7
Tb 0.382 -0.186 -0.224
N 4.037 -1.013 2.609
C 2.833 -0.955 1.897
S 2.985 -1.116 0.183
N 1.790 -0.892 2.685
N 0.535 -0.695 2.128
C -0.422 -0.901 2.946
C -1.836 -0.626 2.715
C -2.734 -1.041 3.702
C -4.101 -0.862 3.588
C -4.591 -0.228 2.440
C -3.727 0.213 1.458
C -2.327 0.032 1.551
O -1.549 0.462 0.613
H 4.820 -0.761 2.033
H 3.987 -0.523 3.490
H -0.165 -1.311 3.921
H -2.331 -1.540 4.581
H -4.774 -1.204 4.367
H -5.659 -0.081 2.317
H -4.098 0.705 0.563
Br -2.813 2.271 -2.203
C -1.520 3.329 -1.286
C -1.759 4.695 -1.247
C -0.880 5.478 -0.519
C 0.175 4.866 0.131
C 0.338 3.496 0.005
N -0.495 2.729 -0.716
C 1.483 2.809 0.769
O 2.164 3.540 1.492
O 1.590 1.565 0.570
H -2.609 5.109 -1.769
H -1.034 6.548 -0.445
H 0.883 5.402 0.747
O -0.158 -2.290 -0.542
C -0.184 -3.660 -0.396
C -1.265 -4.078 0.613
C -1.322 -5.091 1.525
C -2.570 -5.134 2.227
C -3.424 -4.150 1.828
S -2.719 -3.167 0.619
C -0.582 -4.339 -1.724
C -1.119 -5.574 -1.949
C -1.312 -5.848 -3.336
C -0.924 -4.803 -4.122
S -0.326 -3.492 -3.194
C 1.172 -4.215 0.079
C 1.733 -4.060 1.308
C 3.050 -4.592 1.400
C 3.466 -5.151 0.232
S 2.265 -5.016 -0.982
H -0.505 -5.779 1.692
H -2.801 -5.854 3.004
H -4.412 -3.918 2.204
H -1.368 -6.260 -1.147
H -1.732 -6.772 -3.717
H -0.961 -4.736 -5.203
H 1.231 -3.540 2.116
H 3.662 -4.522 2.292
H 4.420 -5.607 -0.003
F -0.720 -0.001 -2.169
C 0.544 -0.317 -2.845
F 1.410 0.645 -2.178
C 0.334 0.322 -4.197
F 0.028 1.646 -4.193
F -0.671 -0.303 -4.848
F 1.452 0.195 -4.941
*
```

Summary:
orbital gap (spin up / spin down): 6.2 / 6.2 eV

=====

Computed, not measured: a molecular structure, C29H19IrN6O2S, with the ωB97M-V functional and the def2-TZVPD basis.

```
! RIJCOSX wB97M-V def2-TZVPD def2/J DEFGRID3
* xyz 2 5
Ir -0.539 0.968 0.387
C 1.125 -1.742 0.371
O 0.663 -0.623 -0.426
C 1.109 -0.520 -1.732
C 2.346 -0.980 -2.109
C 2.771 -0.834 -3.430
C 1.959 -0.209 -4.381
C 0.725 0.252 -4.015
C 0.236 0.096 -2.683
N -0.998 0.546 -2.460
N -1.546 0.487 -1.224
C -2.652 -0.396 -1.081
C -2.707 -1.024 0.217
O -1.874 -0.689 1.112
C -3.722 -2.007 0.476
C -4.625 -2.300 -0.479
C -4.628 -1.619 -1.746
C -5.588 -1.919 -2.704
C -5.627 -1.237 -3.910
C -4.707 -0.206 -4.179
C -3.739 0.108 -3.273
C -3.636 -0.616 -2.037
H 2.143 -1.572 0.717
H 1.079 -2.643 -0.237
H 0.436 -1.809 1.208
H 3.005 -1.449 -1.393
H 3.749 -1.202 -3.708
H 2.307 -0.093 -5.397
H 0.066 0.740 -4.720
H -3.718 -2.485 1.445
H -5.389 -3.046 -0.306
H -6.318 -2.689 -2.493
H -6.386 -1.483 -4.640
H -4.781 0.347 -5.105
H -3.050 0.915 -3.470
S -1.534 4.932 6.628
N -0.319 3.965 6.212
C -0.584 3.520 4.995
C 0.255 2.623 4.225
C 1.494 2.137 4.652
C 2.211 1.320 3.806
C 1.677 0.983 2.567
N 0.489 1.416 2.158
C -0.209 2.245 2.970
C -1.455 2.759 2.433
N -1.771 2.356 1.180
C -2.876 2.830 0.606
C -3.721 3.720 1.260
C -3.417 4.131 2.539
C -2.257 3.645 3.145
C -1.804 4.014 4.472
N -2.440 4.824 5.304
H 1.872 2.417 5.626
H 3.182 0.937 4.085
H 2.227 0.356 1.879
H -3.081 2.488 -0.398
H -4.602 4.080 0.749
H -4.051 4.823 3.078
*
```

Summary:
orbital gap (spin up / spin down): 7.1 / 5.7 eV

=====

Computed, not measured: a gas-phase ion, C29H19N2O6 (charge -1), with the ωB97M-V functional and the def2-TZVPD basis.

```
! RIJCOSX wB97M-V def2-TZVPD def2/J DEFGRID3
* xyz -1 1
C 0.796 6.190 0.738
C 1.402 5.158 0.012
C 1.004 3.854 0.271
C 0.038 3.572 1.242
C -0.597 4.587 1.949
C -0.211 5.911 1.690
C -0.093 2.087 1.380
O -0.658 1.537 2.333
C 0.669 1.537 0.275
C 0.630 0.151 -0.298
C 2.059 -0.387 -0.536
C 3.055 -0.186 0.420
C 4.325 -0.754 0.230
C 4.578 -1.528 -0.903
C 3.599 -1.657 -1.895
C 2.341 -1.074 -1.719
C 1.468 2.578 -0.355
O 2.343 2.468 -1.220
H 1.102 7.226 0.566
H 2.171 5.339 -0.739
H -1.369 4.327 2.673
H -0.688 6.726 2.232
H 0.228 0.300 -1.311
H 2.833 0.418 1.305
H 5.099 -0.577 0.980
H 5.545 -2.019 -1.027
H 3.801 -2.203 -2.817
H 1.570 -1.155 -2.493
C -0.296 -0.745 0.430
C -0.145 -2.238 0.102
C 0.932 -2.960 0.658
C 1.155 -4.277 0.320
C 0.276 -4.891 -0.588
N 0.692 -6.076 -1.252
O -0.075 -6.576 -2.105
O 1.811 -6.561 -0.979
C -0.882 -4.248 -1.043
C -1.057 -2.908 -0.731
C -1.766 -0.290 0.274
C -2.253 0.231 -0.933
C -3.582 0.629 -1.042
C -4.415 0.521 0.081
N -5.771 0.927 -0.036
O -6.511 0.892 0.973
O -6.177 1.294 -1.162
C -3.943 -0.007 1.293
C -2.632 -0.436 1.368
H -0.063 -0.664 1.504
H 1.605 -2.458 1.356
H 2.015 -4.832 0.685
H -1.579 -4.787 -1.679
H -1.922 -2.382 -1.138
H -1.609 0.322 -1.815
H -3.983 1.022 -1.968
H -4.612 -0.069 2.148
H -2.250 -0.859 2.294
*
```

Summary:
orbital gap: 5.4 eV
SMILES: O=C1C([C@@H](c2ccccc2)C(c2ccc([N+](=O)[O-])cc2)c2ccc([N+](=O)[O-])cc2)=C([O-])c2ccccc21
energy relative to the best compared isomer or geometry (same formula, charge and spin): 0.000 eV

=====

no.,DFT total energy (eV)
1,-195597.8361
2,-105895.3150
3,-202540.3196
4,-296505.1868
5,-193942.7838
6,-57074.9725
7,-45643.4523